[1]
Formula: C4H6N2
Source: the OMol25 dataset
Level of theory: wB97M-V/def2-TZVPD

The geometry in XYZ format:
```
12
Properties=species:S:1:pos:R:3:nbo_charge:R:1
N -0.472 -1.608 1.302 -0.815
C -0.213 -0.551 0.374 0.225
C 0.043 -0.491 -0.984 -0.373
C 0.273 0.882 -1.285 -0.287
C 0.179 1.587 -0.114 -0.093
N -0.087 0.699 0.899 -0.517
H -0.982 -2.384 0.851 0.373
H 0.619 -1.673 0.939 0.412
H 0.075 -1.319 -1.688 0.222
H 0.503 1.300 -2.258 0.222
H 0.314 2.637 0.094 0.210
H -0.252 0.920 1.871 0.421
```

Output
**LUMO level**: 1.004 eV
**HOMO**: -7.80 eV
**SMILES string**: Nc1ccc[nH]1
**Total charge**: 0


[2]
Formula: C35H67F6N6O14P
Source: the OMol25 dataset
Level of theory: wB97M-V/def2-TZVPD

The geometry in XYZ format:
```
129
Properties=species:S:1:pos:R:3:lowdin_charge:R:1
C 3.047 -2.298 18.036 0.013
C 1.647 -2.744 17.572 -0.394
C 0.665 -3.185 18.765 -0.111
C 0.142 -2.051 19.668 -0.156
C -0.670 -1.115 18.699 -0.126
C 0.182 -0.470 17.601 -0.456
N 1.012 -1.520 16.881 0.142
O 1.372 -1.232 15.556 0.182
C 1.165 0.523 18.229 0.023
C -0.825 0.171 16.667 -0.023
C 1.665 -3.996 16.645 -0.013
H 3.552 -1.642 17.327 0.102
H 3.676 -3.153 18.284 0.109
H 2.913 -1.642 18.895 0.076
H 1.194 -3.953 19.329 0.131
H -0.254 -3.630 18.383 0.120
H 0.887 -1.532 20.272 0.103
H -0.539 -2.464 20.412 0.120
H -1.221 -0.409 19.319 0.136
H -1.462 -1.752 18.304 0.131
H 1.505 0.006 19.127 0.067
H 0.554 1.308 18.675 0.114
H 1.965 0.975 17.643 0.115
H -1.371 -0.480 15.984 0.105
H -0.495 0.916 15.943 0.100
H -1.613 0.624 17.269 0.104
H 2.269 -3.790 15.761 0.088
H 0.636 -4.149 16.318 0.097
H 2.164 -4.896 17.004 0.105
P -2.371 0.931 8.853 0.101
F -2.020 0.392 7.364 -0.194
F -3.707 1.574 8.217 -0.181
F -3.205 -0.461 8.991 -0.193
F -2.689 1.346 10.315 -0.134
F -1.008 0.257 9.472 -0.200
F -1.536 2.320 8.581 -0.198
O 2.804 3.257 3.184 -0.001
C 1.815 3.057 3.898 -0.629
N 1.807 2.089 4.746 0.172
C 0.855 4.216 4.101 -0.015
H 2.724 1.666 4.787 0.127
H 0.995 1.781 5.260 0.123
H 0.350 4.631 3.228 0.075
H 1.223 5.069 4.670 0.085
H -0.004 3.816 4.639 0.063
O -2.419 9.171 10.651 0.017
C -2.185 8.106 10.088 -0.629
N -2.561 6.952 10.571 0.152
C -1.526 7.980 8.716 -0.008
H -2.432 6.122 10.009 0.112
H -2.980 6.891 11.488 0.119
H -0.888 8.825 8.459 0.083
H -2.229 7.702 7.931 0.084
H -0.890 7.100 8.813 0.070
O 3.607 4.174 14.247 -0.007
C 2.554 4.370 13.628 -0.587
N 2.304 3.647 12.544 0.163
C 1.487 5.267 14.280 -0.014
H 2.953 2.955 12.197 0.119
H 1.443 3.669 12.017 0.111
H 1.119 4.818 15.203 0.070
H 0.632 5.704 13.764 0.068
H 1.990 6.136 14.705 0.075
O 5.292 -0.672 10.986 0.054
C 5.171 -1.847 10.869 -0.688
N 4.080 -2.299 10.351 0.169
C 6.231 -2.760 11.431 -0.009
H 3.741 -3.248 10.418 0.116
H 3.361 -1.648 10.068 0.126
H 5.983 -3.520 12.172 0.072
H 7.130 -2.260 11.792 0.081
H 6.555 -3.308 10.547 0.079
O -7.242 6.323 4.692 0.055
C -7.047 5.506 5.526 -0.660
N -6.263 4.488 5.141 0.150
C -7.595 5.579 6.909 -0.005
H -6.143 3.676 5.729 0.098
H -6.078 4.327 4.161 0.112
H -7.568 4.641 7.465 0.075
H -8.635 5.900 6.865 0.085
H -7.076 6.387 7.423 0.089
O 2.586 -5.800 6.223 0.085
C 1.368 -6.019 6.146 -0.404
O 0.495 -6.028 7.236 0.007
C -0.795 -6.369 6.865 -0.187
C -0.650 -6.909 5.424 -0.155
C 0.527 -6.091 4.896 -0.086
H -1.377 -5.452 6.963 0.132
H -1.254 -7.192 7.413 0.121
H -1.555 -6.873 4.818 0.112
H -0.409 -7.964 5.295 0.114
H 0.257 -5.132 4.455 0.136
H 1.177 -6.667 4.237 0.125
O -3.747 -5.802 12.473 0.084
C -4.532 -6.647 12.039 -0.434
O -4.169 -7.930 11.718 0.017
C -5.264 -8.568 11.057 -0.166
C -6.044 -7.435 10.404 -0.155
C -5.935 -6.389 11.497 -0.098
H -5.805 -9.213 11.750 0.131
H -4.934 -9.101 10.166 0.123
H -7.107 -7.655 10.306 0.117
H -5.653 -7.030 9.470 0.125
H -6.617 -6.537 12.334 0.128
H -6.020 -5.327 11.265 0.128
O -7.656 -1.249 14.901 0.083
C -7.671 -0.265 14.155 -0.383
O -7.341 1.043 14.562 -0.001
C -7.539 1.989 13.592 -0.223
C -8.526 1.283 12.713 -0.175
C -8.169 -0.184 12.720 -0.068
H -6.610 2.318 13.127 0.128
H -7.865 2.922 14.052 0.128
H -8.233 1.568 11.703 0.116
H -9.539 1.552 13.012 0.128
H -7.337 -0.327 12.031 0.136
H -9.034 -0.825 12.551 0.131
O -6.278 -4.947 2.070 0.102
C -6.357 -3.859 2.596 -0.549
O -6.189 -2.730 2.005 0.052
C -6.314 -1.530 2.791 -0.118
C -6.276 -2.115 4.178 -0.150
C -6.633 -3.572 4.031 -0.090
H -7.223 -0.996 2.513 0.124
H -5.512 -0.853 2.494 0.129
H -6.936 -1.569 4.853 0.119
H -5.260 -2.118 4.572 0.125
H -7.627 -3.901 4.334 0.129
H -5.979 -4.233 4.600 0.127
```

Output
**LUMO level**: -5.671 eV
**HOMO**: -8.75 eV
**Total charge**: 0


[3]
Formula: C30H42BrClHgN2P2
Source: the OMol25 dataset
Level of theory: wB97M-V/def2-TZVPD

The geometry in XYZ format:
```
79
Properties=species:S:1:pos:R:3:lowdin_charge:R:1
C -0.470 4.956 -5.724 0.001
C -0.635 3.765 -6.441 -0.261
C -0.730 3.845 -7.839 -0.007
C -0.709 5.116 -8.481 -0.075
N -0.519 6.258 -7.756 0.082
C -0.424 6.198 -6.398 -0.077
C -0.763 2.540 -5.700 -0.183
C -0.990 2.238 -4.448 -0.116
C -1.471 2.476 -3.143 -0.239
C -0.632 2.344 -1.993 0.026
C -1.181 1.882 -0.819 -0.087
C -2.564 1.760 -0.607 -0.709
C -3.413 2.252 -1.626 -0.085
C -2.858 2.632 -2.835 -0.004
Hg -0.550 0.472 -5.769 1.151
P 2.102 -1.380 -1.997 0.980
H -0.856 2.929 -8.455 0.120
H -0.403 4.885 -4.624 0.124
H -0.815 5.233 -9.569 0.123
H -0.285 7.114 -5.822 0.120
H -3.540 2.913 -3.653 0.144
H 0.449 2.401 -2.146 0.131
H -4.480 2.311 -1.461 0.119
H -0.472 1.553 -0.059 0.084
C 2.351 -2.770 -0.819 -0.397
C 3.492 -3.742 -1.137 -0.146
H 1.378 -3.307 -0.806 0.067
H 2.447 -2.330 0.197 0.087
H 3.554 -4.488 -0.344 0.082
H 3.331 -4.271 -2.078 0.071
H 4.464 -3.247 -1.197 0.065
C 3.327 -1.692 -3.341 -0.408
C 3.656 -0.454 -4.188 -0.145
H 2.899 -2.492 -3.968 0.067
H 4.243 -2.082 -2.875 0.070
H 3.971 -0.805 -5.183 0.081
H 2.792 0.214 -4.299 0.044
H 4.486 0.119 -3.756 0.074
C 2.846 0.050 -1.104 -0.431
C 4.283 -0.171 -0.663 -0.130
H 2.204 0.241 -0.234 0.021
H 2.773 0.919 -1.770 0.066
H 4.614 0.689 -0.064 0.074
H 4.380 -1.071 -0.037 0.075
H 4.979 -0.251 -1.513 0.070
Br -3.232 0.792 0.763 0.940
P -1.837 -1.639 -4.212 1.069
C -0.072 -2.130 -4.108 -0.487
C 0.011 -3.682 -4.194 -0.114
H 0.288 -1.732 -3.118 -0.044
H 0.454 -1.606 -4.927 -0.006
H 1.032 -4.063 -4.104 0.077
H -0.588 -4.208 -3.444 0.078
H -0.354 -4.082 -5.155 0.087
C -2.266 -1.864 -2.414 -0.366
C -3.553 -2.707 -2.183 -0.121
H -2.381 -0.822 -2.054 0.065
H -1.414 -2.360 -1.897 0.085
H -3.861 -2.596 -1.129 0.080
H -4.397 -2.362 -2.812 0.072
H -3.358 -3.785 -2.356 0.084
C -3.079 -0.320 -4.584 -0.406
C -3.365 -0.470 -6.094 -0.204
H -2.410 0.510 -4.260 -0.012
H -4.053 -0.254 -4.078 0.116
H -3.580 0.472 -6.606 0.080
H -2.592 -0.985 -6.683 0.034
H -4.205 -1.144 -6.290 0.094
Cl 2.772 4.173 3.240 0.730
C 1.781 2.839 2.847 -0.656
C 0.623 2.573 3.596 -0.064
C -0.145 1.461 3.249 -0.040
C 0.283 0.685 2.153 -0.179
N 1.368 0.980 1.441 0.010
C 2.142 2.025 1.756 -0.142
H 0.363 3.224 4.411 0.112
H -1.043 1.177 3.786 0.109
H -0.285 -0.185 1.844 0.094
H 3.027 2.240 1.172 0.104
```

Output
**LUMO level (spin up / spin down)**: -8.393 / -8.337 eV
**HOMO (spin up / spin down)**: -13.15 / -13.07 eV
**Total charge**: +2


[4]
Formula: C4H10O4
Source: the OMol25 dataset
Level of theory: wB97M-V/def2-TZVPD

The geometry in XYZ format:
```
18
Properties=species:S:1:pos:R:3:nbo_charge:R:1
C 0.215 1.826 -1.463 -0.620
C 0.050 0.870 -0.283 0.118
O -0.775 1.538 0.669 -0.740
C -0.603 -0.431 -0.750 -0.538
C -0.394 -1.629 0.147 0.828
O -1.070 -1.984 1.068 -0.593
O 0.683 -2.305 -0.313 -0.707
H 0.987 1.436 -2.131 0.207
H 0.495 2.814 -1.113 0.224
H -0.738 1.888 -1.989 0.203
H 0.967 0.700 0.272 0.178
H -1.724 1.399 0.574 0.473
H -1.669 -0.229 -0.876 0.218
H -0.231 -0.691 -1.738 0.237
H 1.103 -2.809 0.398 0.505
O 1.062 -1.042 2.338 -0.973
H 1.328 -0.129 2.282 0.482
H 0.313 -1.220 2.907 0.496
```

Output
**LUMO level**: 0.718 eV
**HOMO**: -10.21 eV
**SMILES string**: C[C@@H](O)CC(=O)O.O
**Total charge**: 0


> total charge of number 1 (C4H6N2)?

0